{"formula": "C6H34NO11", "method": "ωB97M-V with the def2-TZVPD basis set", "symbols": ["C", "C", "C", "C", "C", "C", "N", "H", "H", "H", "H", "H", "H", "H", "H", "H", "H", "H", "H", "H", "H", "O", "H", "H", "O", "H", "H", "O", "H", "H", "O", "H", "H", "O", "H", "H", "O", "H", "H", "O", "H", "H", "O", "H", "H", "O", "H", "H", "O", "H", "H", "O"], "xyz": [[-0.48174, 3.19930, 1.82065], [-1.09362, 2.35667, 0.70838], [-0.27440, 1.18282, 0.19339], [-0.05956, 0.12396, 1.22210], [-0.96223, -0.64954, 1.78909], [1.73747, -1.29684, 2.02754], [1.41365, -0.15868, 1.52355], [0.42899, 2.72240, 2.20083], [-0.09895, 4.18290, 1.38651], [-1.18276, 3.51998, 2.61650], [-2.01742, 1.89015, 1.06757], [-1.09185, 3.01998, -0.18183], [-0.77284, 0.71830, -0.70184], [0.70708, 1.52686, -0.22503], [-0.82893, -1.63021, 2.23443], [-2.00606, -0.40753, 1.66580], [2.75924, -1.63066, 2.30665], [0.99942, -2.09854, 2.18966], [1.99928, 0.68373, 1.54324], [0.60763, -3.22202, -1.69659], [0.96351, -1.82069, -2.09804], [1.29257, -2.56100, -1.53648], [-2.26343, 0.49382, -1.63812], [-3.74323, 0.42337, -0.81744], [-3.20278, 0.34402, -1.62734], [-4.01859, 1.47325, 1.72275], [-4.95149, 1.58956, 0.48510], [-4.06840, 1.31824, 0.77826], [1.16890, 1.04008, -2.45660], [2.52864, 0.72671, -2.03495], [1.67502, 0.27814, -2.11674], [-1.63584, -3.88530, -0.38075], [-1.70155, -2.50376, -1.01162], [-1.22212, -3.01138, -0.33283], [-1.43433, 0.85564, -4.23661], [-0.63770, 1.98255, -4.71779], [-0.76106, 1.47258, -3.90730], [4.22026, -2.02441, -2.07698], [2.99429, -1.28492, -1.47756], [3.97024, -1.33843, -1.45532], [-0.39316, 0.05090, 4.02064], [0.60829, -0.74355, 5.03829], [-0.06803, -0.80173, 4.31427], [4.06490, 2.55216, 0.20319], [2.94755, 3.08404, 0.94871], [3.36226, 2.20075, 0.76703], [-3.05798, -1.63143, -2.57268], [-2.55942, -2.90751, -3.33599], [-2.27997, -2.21845, -2.72227], [3.52687, -1.99587, 0.19868], [2.10698, -2.62411, -0.16920], [2.78640, -2.56630, 0.55513]], "forces_ev_per_angstrom": [[1.0810, 1.5608, -0.4019], [0.2573, 0.1647, -0.6092], [0.8917, 0.2437, -0.5632], [2.1328, -0.7894, 0.2482], [-0.9012, -0.4275, -0.6037], [1.5377, -1.3571, -0.0145], [-2.3775, 0.1305, 0.3641], [-0.2871, -0.0014, 0.5772], [-0.4759, -1.1572, 0.5019], [0.4798, -0.5778, -0.3179], [-0.0817, 0.8852, -0.7838], [-1.4033, -0.4087, 0.4876], [0.4506, 0.4155, 0.9953], [-0.6765, -0.2829, 0.6185], [0.2884, 0.6284, 0.3593], [-0.1826, 0.0751, -0.4527], [-0.9609, 1.3105, 0.4813], [0.3315, 0.8058, -0.3571], [0.3128, -0.7018, -0.4021], [-0.0272, -0.2059, 0.5062], [0.5423, -0.2800, 0.6919], [-0.8339, 0.6130, -1.6679], [0.0205, 0.3908, 0.9982], [1.7155, 0.2490, -0.0741], [-1.6392, -0.9501, -1.3327], [-0.2913, 0.0149, 0.1874], [0.1908, 0.0867, 0.3770], [-0.5534, -0.0555, -0.2927], [-0.5214, -0.7542, -0.1464], [0.3485, -0.5846, 0.1405], [0.1181, 1.2716, -0.2542], [0.0637, 0.2341, 0.1438], [0.1303, -0.2333, -0.0302], [-0.1793, -0.3493, 0.1345], [0.1165, -0.1266, 0.5630], [0.3577, 0.3489, 0.2336], [-0.3968, -0.2481, -0.6305], [-0.0781, -0.1621, -0.1299], [0.7446, -0.1890, -0.4570], [-0.3230, 0.7190, 0.1532], [0.3302, 0.3622, 0.4383], [-1.2208, 0.5029, -1.0019], [1.1496, -0.8713, 1.0468], [0.3930, -0.7680, -0.0883], [0.0074, -1.2324, 0.2403], [-0.5418, 1.9714, -0.0719], [0.6611, -0.2745, -0.1517], [-0.0486, 0.0916, 0.0715], [-0.7298, 0.5662, -0.0737], [-0.9782, -1.0228, 0.1118], [0.7022, 0.0396, 0.3605], [0.3538, 0.3291, -0.1226]], "orbital_gap_ev": 9.9461, "total_charge": 1}